Density functional theory data (ωB97M-V/def2-TZVPD) for 2 unconnected molecules or ions with the total composition C3H4FO3 at a distorted geometry.

Output
Total charge: -1
LUMO energy (spin up / spin down): 4.167 / 3.253 eV
Maximum force: 3.91 eV Å⁻¹
2S+1: 3
Energy above the lowest of the compared OMol25 structures with the same formula, charge and spin: 0.0000 eV
Orbital gap (spin up / spin down): 5.4 / 7.7 eV

Atoms and positions in Å:
C (1.4559, -0.1728, -0.1193)
C (-1.4032, -0.6284, -0.4081)
C (0.2992, 0.3644, 0.7553)
O (1.8486, 0.7342, -0.8989)
O (1.8526, -1.3269, 0.0124)
O (0.1695, 1.6827, 0.5819)
F (-2.2131, -1.2758, 0.4910)
H (-1.9365, 0.2058, -0.8466)
H (-0.9426, -1.3295, -1.0841)
H (0.0471, -0.0374, 1.7250)
H (0.8226, 1.7838, -0.2087)